Formula: C28H54CoP2Si
Source: the Open Molecules 2025 dataset
Level of theory: ωB97M-V with the def2-TZVPD basis set

- HOMO-LUMO gap (spin up / spin down) (eV) = 7.4447 / 7.5313
- multiplicity = 5
- expectation value of S² = 6.02
- charge = +1

Each line ends with the Löwdin charge.
Atoms and positions in Å:
Co1 -0.356 -0.169 -0.179  0.362
C1 1.533 -0.464 -1.060  -0.281
C2 1.084 0.909 -1.113  -0.314
C3 1.342 0.320 1.118  -0.257
C4 1.744 -0.792 0.312  -0.233
C5 0.970 1.387 0.244  -0.303
C6 1.978 -1.317 -2.199  -0.025
H1 1.732 -0.870 -3.167  0.066
H2 1.530 -2.319 -2.153  0.077
H3 3.068 -1.459 -2.176  0.105
C7 2.456 -1.992 0.803  -0.014
H4 2.520 -2.760 0.021  0.084
H5 1.974 -2.421 1.689  0.043
H6 3.485 -1.736 1.097  0.111
C8 1.492 0.433 2.591  -0.002
H7 2.539 0.614 2.883  0.108
H8 1.173 -0.489 3.095  0.047
H9 0.899 1.269 2.979  0.085
C9 0.811 2.806 0.660  -0.025
H10 1.786 3.225 0.957  0.110
H11 0.150 2.902 1.529  0.062
H12 0.421 3.424 -0.157  0.072
C10 1.118 1.804 -2.305  -0.032
H13 2.054 2.388 -2.327  0.108
H14 0.292 2.527 -2.282  0.066
H15 1.069 1.237 -3.240  0.070
C11 -4.334 -1.734 -4.027  -0.144
C12 -3.520 -1.405 -5.052  -0.146
C13 -3.840 -0.352 -6.064  -0.180
C14 -4.518 0.933 -5.509  -0.172
C15 -4.203 1.336 -4.095  -0.109
C16 -5.038 1.104 -3.064  -0.155
C17 -6.058 0.005 -3.033  -0.173
C18 -5.756 -1.279 -3.878  -0.162
H16 -4.484 -0.760 -6.867  0.126
H17 -5.601 0.830 -5.653  0.111
H18 -2.911 -0.059 -6.578  0.110
H19 -6.232 -1.150 -4.861  0.113
H20 -4.039 -2.535 -3.340  0.090
H21 -2.636 -2.012 -5.293  0.114
H22 -6.294 -2.104 -3.375  0.120
H23 -6.237 -0.305 -1.988  0.109
H24 -5.115 1.817 -2.234  0.097
H25 -7.035 0.390 -3.377  0.125
H26 -4.195 1.762 -6.160  0.119
H27 -3.369 2.035 -3.992  0.101
P1 -1.563 -1.190 -1.722  0.882
P2 -2.169 1.258 0.079  0.885
C19 -3.330 -0.780 -1.403  -0.372
C20 -3.643 0.232 -0.305  -0.356
H28 -3.892 -1.713 -1.268  0.099
H29 -3.635 -0.364 -2.367  0.021
H30 -4.442 0.912 -0.624  0.062
H31 -3.995 -0.266 0.608  0.089
C21 -2.530 1.823 1.772  -0.214
H32 -1.619 2.221 2.232  0.032
H33 -2.886 0.986 2.384  0.052
H34 -3.301 2.607 1.757  0.065
C22 -2.308 2.720 -1.000  -0.214
H35 -3.368 2.987 -1.117  0.050
H36 -1.881 2.540 -1.995  0.026
H37 -1.771 3.555 -0.533  0.048
C23 -1.537 -2.968 -2.018  -0.215
H38 -0.495 -3.312 -2.017  0.041
H39 -1.997 -3.214 -2.988  0.050
H40 -2.084 -3.490 -1.224  0.051
C24 -1.113 -0.366 -3.285  -0.201
H41 -0.969 0.712 -3.149  0.030
H42 -1.890 -0.508 -4.035  0.006
H43 -0.182 -0.802 -3.667  0.049
C25 0.209 -2.669 3.673  -0.188
Si1 -0.882 -2.923 2.146  0.456
C26 -0.135 -4.243 1.040  -0.168
C27 -2.527 -3.603 2.797  -0.189
C28 -1.255 -1.274 1.275  -0.309
H44 0.008 -3.516 4.349  0.041
H45 -0.062 -1.748 4.209  0.034
H46 1.291 -2.654 3.488  0.019
H47 -0.160 -5.197 1.591  0.046
H48 -0.698 -4.376 0.109  0.003
H49 0.910 -4.048 0.772  0.010
H50 -3.000 -2.914 3.512  0.035
H51 -3.243 -3.782 1.983  0.026
H52 -2.342 -4.559 3.308  0.035
H53 -1.279 -0.522 2.090  0.010
H54 -2.313 -1.384 0.975  -0.013

=====

Formula: C28H54F5NO11
Source: the Open Molecules 2025 dataset
Level of theory: ωB97M-V with the def2-TZVPD basis set

- HOMO-LUMO gap (eV) = 7.3389
- SMILES = CC(=O)N(C(C)=O)C1=C(C(F)(F)C(F)(F)F)C(=O)OC1=O.CC(C)O.CC(C)O.CC(C)O.CC(C)O.CC(C)O.CC(C)O

Each line ends with the Löwdin charge.
Atoms and positions in Å:
C1 4.322 -1.677 4.931  -0.018
C2 3.308 -2.196 3.707  -0.250
O1 3.226 -3.529 3.567  0.018
N1 2.623 -1.162 2.843  0.041
C3 3.026 -1.553 1.406  -0.230
C4 4.444 -1.093 0.702  -0.013
O2 2.219 -2.344 0.676  0.005
C5 1.117 -1.269 2.864  0.029
C6 0.130 -0.158 2.635  0.119
C7 0.350 1.442 2.349  -0.091
F1 -0.726 2.204 3.087  0.007
F2 0.137 1.807 0.899  0.010
C8 1.779 2.046 2.922  -0.132
F3 2.165 1.471 4.258  0.024
F4 1.509 3.507 3.195  0.018
F5 2.873 2.011 1.924  0.042
C9 -1.409 -0.727 2.694  -0.170
O3 -2.592 -0.116 2.798  0.049
O4 -1.243 -2.184 2.543  0.027
C10 0.082 -2.514 3.107  -0.157
O5 0.197 -3.689 3.729  0.062
H1 3.834 -1.760 5.994  0.099
H2 5.292 -2.371 4.905  0.099
H3 4.719 -0.585 4.714  0.090
H4 5.275 -1.112 1.550  0.103
H5 4.321 -0.046 0.191  0.103
H6 4.706 -1.940 -0.097  0.114
C11 7.209 -4.642 -0.372  -0.058
C12 7.194 -3.747 0.856  -0.481
C13 7.495 -4.536 2.121  -0.059
O6 5.914 -3.132 0.977  -0.140
H7 6.446 -5.425 -0.297  0.086
H8 6.979 -4.063 -1.273  0.082
H9 8.186 -5.117 -0.502  0.083
H10 7.932 -2.946 0.738  0.144
H11 6.742 -5.315 2.285  0.086
H12 7.468 -3.881 2.998  0.076
H13 8.481 -5.008 2.066  0.083
H14 5.252 -3.835 1.083  0.107
C14 -1.775 0.915 -1.301  -0.066
C15 -1.127 0.093 -2.403  -0.495
C16 -2.124 -0.862 -3.041  -0.060
O7 -0.041 -0.653 -1.861  -0.059
H15 -2.153 0.269 -0.501  0.079
H16 -1.043 1.589 -0.842  0.054
H17 -2.605 1.513 -1.690  0.082
H18 -0.717 0.761 -3.168  0.137
H19 -2.515 -1.571 -2.303  0.081
H20 -1.641 -1.456 -3.825  0.071
H21 -2.965 -0.318 -3.482  0.081
H22 -0.396 -1.249 -1.181  0.085
C17 -2.420 -1.245 -8.719  -0.069
C18 -2.041 -0.962 -7.274  -0.507
C19 -0.803 -0.083 -7.188  -0.063
O8 -1.794 -2.193 -6.601  -0.065
H23 -1.615 -1.777 -9.238  0.081
H24 -3.305 -1.888 -8.765  0.081
H25 -2.632 -0.317 -9.260  0.080
H26 -2.876 -0.471 -6.763  0.138
H27 0.059 -0.575 -7.653  0.082
H28 -0.534 0.102 -6.142  0.071
H29 -0.966 0.879 -7.683  0.081
H30 -1.053 -2.636 -7.047  0.094
C20 -3.447 5.030 2.334  -0.059
C21 -3.446 4.606 0.874  -0.504
C22 -4.791 4.028 0.465  -0.059
O9 -2.429 3.629 0.667  -0.073
H31 -3.638 4.175 2.991  0.083
H32 -2.468 5.433 2.618  0.076
H33 -4.208 5.793 2.524  0.082
H34 -3.208 5.467 0.241  0.120
H35 -5.031 3.136 1.056  0.083
H36 -4.773 3.715 -0.585  0.079
H37 -5.593 4.761 0.598  0.081
H38 -2.633 2.861 1.225  0.078
C23 0.805 7.275 -1.278  -0.066
C24 -0.567 7.907 -1.104  -0.500
C25 -1.119 7.659 0.291  -0.066
O10 -1.463 7.362 -2.070  -0.060
H39 0.757 6.189 -1.143  0.081
H40 1.184 7.451 -2.291  0.080
H41 1.522 7.685 -0.560  0.079
H42 -0.503 8.984 -1.289  0.139
H43 -1.235 6.587 0.482  0.065
H44 -2.112 8.109 0.397  0.084
H45 -0.459 8.081 1.056  0.082
H46 -1.527 6.405 -1.913  0.090
C26 -3.179 -5.396 2.913  -0.060
C27 -4.271 -5.436 1.856  -0.502
C28 -5.044 -4.128 1.809  -0.064
O11 -5.168 -6.505 2.144  -0.063
H47 -3.604 -5.242 3.911  0.084
H48 -2.639 -6.348 2.944  0.084
H49 -2.463 -4.593 2.711  0.059
H50 -3.827 -5.636 0.875  0.140
H51 -5.536 -3.928 2.768  0.081
H52 -5.835 -4.175 1.053  0.080
H53 -4.384 -3.287 1.574  0.074
H54 -5.568 -6.335 3.014  0.091

=====

Formula: C28H55Cl2GaN3O6
Source: the Open Molecules 2025 dataset
Level of theory: ωB97M-V with the def2-TZVPD basis set

- HOMO-LUMO gap (spin up / spin down) (eV) = 7.4088 / 7.2269
- multiplicity = 3
- expectation value of S² = 2.01
- charge = -1

Each line ends with the Löwdin charge.
Atoms and positions in Å:
C1 -5.589 2.284 2.707  -0.123
C2 -6.033 3.014 1.430  -0.248
C3 -5.542 2.406 0.094  -0.188
C4 -4.429 1.383 0.213  -0.365
O1 -4.107 0.904 -1.075  -0.249
Ga1 -2.508 -0.084 -1.140  0.438
C5 -1.963 -0.638 0.759  -0.177
C6 -0.822 -1.579 0.835  -0.398
O2 -0.805 -2.606 1.497  -0.032
C7 -1.080 1.198 -1.888  -0.183
O3 -0.098 0.540 -2.743  -0.171
N1 0.819 -0.107 -1.969  -0.082
O4 1.105 -1.154 -2.424  0.022
C8 -2.648 -1.642 -2.460  -0.688
Cl1 -2.424 -3.252 -1.652  0.551
C9 -3.990 -1.566 -3.198  -0.778
C10 -5.085 -2.488 -2.713  -0.191
Cl2 -3.717 -1.945 -4.983  0.512
H1 -5.778 2.942 3.558  0.061
H2 -6.191 1.393 2.857  0.070
H3 -4.528 2.057 2.725  0.053
H4 -5.775 4.068 1.520  0.088
H5 -7.123 2.981 1.427  0.090
H6 -5.152 3.218 -0.521  0.105
H7 -6.375 1.980 -0.462  0.105
H8 -4.725 0.542 0.847  0.109
H9 -3.549 1.886 0.635  0.098
H10 -2.773 -1.108 1.320  0.061
H11 -1.712 0.284 1.292  0.059
H12 0.075 -1.308 0.246  0.092
H13 -0.589 1.740 -1.079  0.034
H14 -1.592 1.938 -2.498  0.059
H15 -1.846 -1.559 -3.182  0.018
H16 -4.331 -0.536 -3.180  0.070
H17 -5.164 -2.435 -1.629  0.072
H18 -6.034 -2.134 -3.116  0.071
H19 -4.923 -3.509 -3.039  0.052
C11 2.556 4.221 2.309  -0.021
C12 1.652 4.440 1.063  -0.478
C13 1.670 5.905 0.622  -0.143
C14 0.914 6.842 1.564  -0.174
C15 -0.522 6.346 1.746  -0.135
C16 -0.580 4.898 2.230  -0.491
N2 0.243 4.018 1.339  -0.077
O5 -0.382 3.823 0.225  -0.021
C17 -0.116 4.844 3.699  -0.044
C18 -2.017 4.388 2.244  -0.042
C19 2.250 3.578 -0.042  -0.044
H20 3.026 5.145 2.649  0.082
H21 2.021 3.781 3.144  0.062
H22 3.351 3.509 2.089  0.077
H23 1.213 5.983 -0.369  0.124
H24 2.706 6.232 0.512  0.121
H25 1.426 6.902 2.528  0.099
H26 0.908 7.854 1.153  0.110
H27 -1.057 6.980 2.457  0.122
H28 -1.047 6.434 0.790  0.126
H29 -0.049 3.814 4.049  0.092
H30 -0.849 5.359 4.321  0.085
H31 0.835 5.339 3.880  0.061
H32 -2.494 4.464 1.269  0.080
H33 -2.604 4.980 2.947  0.087
H34 -2.057 3.345 2.563  0.088
H35 2.223 2.522 0.228  0.094
H36 3.291 3.868 -0.187  0.088
H37 1.734 3.698 -0.994  0.081
C20 4.683 -5.835 0.809  -0.024
C21 4.995 -5.496 -0.675  -0.482
C22 5.066 -3.982 -0.887  -0.143
C23 3.706 -3.288 -0.816  -0.166
C24 2.741 -3.931 -1.810  -0.137
C25 2.610 -5.437 -1.602  -0.486
N3 3.966 -6.085 -1.590  -0.087
O6 4.437 -6.160 -2.793  -0.030
C26 1.827 -5.686 -0.297  -0.036
C27 1.756 -6.058 -2.700  -0.040
C28 6.363 -6.104 -0.960  -0.058
H38 4.558 -4.942 1.421  0.085
H39 3.797 -6.452 0.920  0.061
H40 5.487 -6.426 1.249  0.073
H41 5.499 -3.780 -1.872  0.122
H42 5.752 -3.551 -0.153  0.120
H43 3.307 -3.347 0.200  0.104
H44 3.815 -2.226 -1.044  0.112
H45 1.756 -3.473 -1.725  0.107
H46 3.094 -3.724 -2.825  0.129
H47 1.794 -6.751 -0.060  0.088
H48 0.801 -5.340 -0.425  0.090
H49 2.216 -5.146 0.561  0.065
H50 2.153 -5.863 -3.694  0.078
H51 0.753 -5.634 -2.657  0.088
H52 1.677 -7.138 -2.566  0.088
H53 6.339 -7.189 -0.844  0.089
H54 7.081 -5.700 -0.245  0.085
H55 6.723 -5.874 -1.961  0.075

=====

Q: What is the formula in the third record?
A: C28H55Cl2GaN3O6